(1)
A 9-piece molecular cluster, C30H83N5O14 overall in a non-equilibrium geometry. Source: the Open Molecules 2025 dataset; level of theory: ωB97M-V/def2-TZVPD.

Geometry as ORCA input:
```
! wB97M-V def2-TZVPD RIJCOSX def2/J DEFGRID3
* xyz 0 1
C 3.857 -7.451 3.239
O 3.385 -6.156 3.510
C 1.984 -6.040 3.394
C 1.506 -4.637 3.039
C -0.027 -4.648 2.943
N 2.069 -4.183 1.757
H 3.402 -7.832 2.318
H 3.718 -8.139 4.079
H 4.930 -7.390 3.052
H 1.613 -6.741 2.636
H 1.519 -6.389 4.326
H 1.772 -3.867 3.769
H -0.428 -5.343 3.682
H -0.340 -5.033 1.968
H -0.433 -3.640 2.997
H 3.056 -3.972 1.872
H 2.040 -5.025 1.181
C 4.025 0.664 -0.326
O 4.453 0.429 -1.649
C 3.382 0.737 -2.509
C 3.695 0.395 -3.956
C 4.892 1.149 -4.516
N 2.502 0.646 -4.801
H 4.685 0.145 0.375
H 3.054 0.234 -0.058
H 4.021 1.729 -0.083
H 2.446 0.249 -2.209
H 3.203 1.824 -2.497
H 3.923 -0.676 -4.056
H 4.790 2.225 -4.333
H 4.996 1.085 -5.601
H 5.846 0.872 -4.068
H 2.709 0.157 -5.668
H 1.758 0.064 -4.406
C 0.367 2.041 -0.759
O 0.633 0.915 0.031
C -0.530 0.182 0.398
C -0.218 -1.006 1.287
C 0.837 -0.662 2.338
N 0.249 -2.126 0.444
H -0.277 2.787 -0.283
H -0.138 1.787 -1.704
H 1.349 2.419 -1.043
H -1.149 0.890 0.971
H -1.050 -0.068 -0.531
H -1.147 -1.348 1.742
H 1.842 -0.557 1.924
H 0.911 -1.445 3.095
H 0.656 0.307 2.810
H 1.192 -1.933 0.113
H 0.432 -2.914 1.065
C 4.208 0.791 3.613
O 3.412 1.710 2.884
C 2.465 2.324 3.727
C 1.451 3.068 2.868
C 2.041 4.246 2.087
N 0.381 3.547 3.772
H 3.577 -0.091 3.782
H 4.494 1.161 4.601
H 5.090 0.461 3.071
H 1.891 1.529 4.216
H 2.870 3.013 4.476
H 0.960 2.390 2.165
H 1.281 4.712 1.460
H 2.837 3.871 1.433
H 2.530 4.978 2.733
H -0.159 4.247 3.267
H 0.824 4.149 4.472
C -7.276 2.422 -1.888
O -6.085 2.759 -1.193
C -6.373 3.147 0.131
C -5.161 3.802 0.747
N -4.044 2.818 0.813
C -2.918 3.394 1.573
C -2.273 4.612 0.890
O -2.114 4.379 -0.469
C -1.206 5.202 -1.133
H -7.741 1.488 -1.559
H -7.047 2.398 -2.951
H -8.012 3.213 -1.702
H -6.655 2.282 0.744
H -7.209 3.852 0.220
H -5.406 4.138 1.754
H -4.860 4.641 0.113
H -3.691 2.830 -0.146
H -2.109 2.665 1.649
H -3.226 3.692 2.575
H -1.326 4.713 1.447
H -2.780 5.563 1.097
H -1.480 6.262 -1.202
H -1.051 4.829 -2.146
H -0.211 5.177 -0.663
O -5.217 -2.415 1.885
C -4.131 -1.832 2.579
C -3.668 -0.563 1.848
O -4.832 0.124 1.430
H -5.714 -1.662 1.529
H -4.529 -1.496 3.545
H -3.304 -2.521 2.729
H -3.125 -0.822 0.929
H -2.990 0.047 2.454
H -4.591 1.011 1.080
O -0.128 -0.982 -4.281
C -0.196 -1.893 -3.171
C -1.506 -1.733 -2.415
O -2.555 -2.347 -3.182
H -0.902 -1.161 -4.829
H -0.191 -2.905 -3.586
H 0.651 -1.674 -2.525
H -1.788 -0.676 -2.378
H -1.358 -2.055 -1.380
H -3.281 -1.722 -3.209
O 1.646 -6.700 -0.185
C 1.590 -5.782 -1.255
C 0.213 -5.199 -1.482
O -0.605 -6.135 -2.182
H 1.158 -7.492 -0.438
H 2.269 -4.964 -1.014
H 1.890 -6.171 -2.233
H 0.320 -4.333 -2.151
H -0.253 -4.720 -0.616
H -1.526 -5.866 -2.122
O -1.191 3.435 -3.368
C -0.063 3.103 -4.184
C 1.178 3.896 -3.733
O 2.291 3.570 -4.550
H -1.893 2.820 -3.593
H 0.097 2.026 -4.132
H -0.229 3.475 -5.201
H 1.394 3.678 -2.683
H 0.947 4.950 -3.882
H 2.263 2.592 -4.671
*
```

As for the energy: -2519.763760 Ha. The value obtained for the energy above the lowest of the compared OMol25 structures with the same formula, charge and spin is 0.0 kJ/mol. As for the LUMO energy: 0.21 eV. The largest force on an atom comes out at 1.6 eV/Å. The SMILES is COC[C@H](C)N.COC[C@H](C)N.COC[C@H](C)N.COC[C@H](C)N.COCCNCCOC.OCCO.OCCO.OCCO.OCCO. The HOMO energy comes out at -9.08 eV.

---

(2)
A 11-piece molecular cluster, C30H84N2O22 overall in a non-equilibrium geometry. Source: the Open Molecules 2025 dataset; level of theory: ωB97M-V/def2-TZVPD.

Geometry as ORCA input:
```
! wB97M-V def2-TZVPD RIJCOSX def2/J DEFGRID3
* xyz 0 1
C -3.267 1.494 1.942
O -3.899 2.163 0.836
C -5.321 2.507 1.022
C -5.870 3.102 -0.228
N -5.074 4.177 -0.730
C -5.548 4.651 -2.031
C -4.682 5.870 -2.454
O -5.133 6.454 -3.645
C -4.453 7.663 -3.911
H -3.848 0.650 2.439
H -3.175 2.247 2.736
H -2.283 1.124 1.549
H -5.349 3.375 1.708
H -5.855 1.622 1.491
H -6.877 3.530 0.094
H -6.085 2.383 -1.074
H -4.188 3.671 -0.955
H -6.623 4.989 -1.974
H -5.451 3.850 -2.788
H -3.636 5.611 -2.463
H -4.660 6.666 -1.671
H -4.650 8.351 -3.076
H -4.812 8.151 -4.815
H -3.395 7.548 -4.051
C 7.649 3.540 -1.866
O 6.198 3.528 -1.983
C 5.617 3.055 -0.758
C 6.160 1.712 -0.293
N 5.256 1.181 0.665
C 5.731 0.019 1.470
C 4.723 -0.156 2.601
O 3.520 -0.727 2.079
C 2.487 -0.489 3.009
H 8.055 3.926 -2.803
H 8.129 2.571 -1.761
H 7.935 4.217 -1.088
H 4.523 2.990 -0.932
H 5.798 3.828 0.057
H 7.146 1.748 0.181
H 6.233 0.989 -1.178
H 4.393 0.901 0.230
H 6.700 0.178 1.930
H 5.708 -0.833 0.797
H 4.568 0.754 3.169
H 5.244 -0.871 3.252
H 2.631 -1.081 3.902
H 1.551 -0.740 2.564
H 2.474 0.523 3.341
O -2.772 0.482 -0.925
C -1.840 0.806 -2.001
C -2.554 1.553 -3.093
O -2.795 2.886 -2.690
H -3.233 1.233 -0.450
H -1.026 1.437 -1.643
H -1.437 -0.170 -2.273
H -3.394 0.931 -3.291
H -1.924 1.486 -3.979
H -1.968 3.270 -2.371
O 2.030 -3.657 -1.050
C 2.895 -4.628 -0.389
C 2.216 -5.966 -0.329
O 0.922 -5.892 0.462
H 1.194 -4.107 -1.158
H 3.833 -4.741 -0.952
H 3.277 -4.264 0.609
H 2.820 -6.765 0.109
H 2.087 -6.347 -1.405
H 0.278 -5.395 -0.025
O -2.330 -0.825 4.798
C -1.334 -0.001 5.482
C -1.062 -0.611 6.845
O -2.365 -0.705 7.523
H -1.890 -1.601 4.483
H -0.429 0.017 4.893
H -1.813 1.016 5.471
H -0.354 0.024 7.392
H -0.652 -1.637 6.617
H -3.014 -0.885 6.814
O 3.040 -1.684 -2.711
C 3.574 -0.696 -1.826
C 3.381 0.667 -2.367
O 2.193 1.284 -2.161
H 2.557 -2.361 -2.201
H 3.091 -0.681 -0.848
H 4.652 -0.816 -1.657
H 3.499 0.555 -3.456
H 4.240 1.324 -2.135
H 1.992 1.368 -1.223
O -0.100 -2.849 4.153
C 0.787 -3.767 4.752
C 1.139 -4.846 3.784
O 1.675 -4.215 2.590
H 0.314 -2.501 3.337
H 1.673 -3.253 5.108
H 0.236 -4.250 5.584
H 0.224 -5.472 3.514
H 1.860 -5.512 4.246
H 1.461 -4.789 1.802
O -2.176 -1.493 -4.612
C -1.267 -2.214 -5.395
C -0.089 -2.556 -4.521
O 0.444 -1.272 -4.179
H -1.779 -0.668 -4.448
H -1.698 -3.122 -5.804
H -1.043 -1.603 -6.299
H 0.563 -3.318 -4.971
H -0.449 -3.051 -3.660
H 1.347 -1.334 -3.753
O -4.240 -1.883 0.298
C -5.019 -2.281 -0.877
C -4.365 -3.315 -1.766
O -3.060 -3.018 -2.293
H -3.644 -1.149 -0.004
H -5.979 -2.653 -0.511
H -5.212 -1.374 -1.486
H -4.988 -3.682 -2.583
H -4.259 -4.266 -1.222
H -3.154 -2.627 -3.154
O 1.599 1.427 0.472
C 0.967 2.249 1.422
C 1.942 3.372 1.914
O 3.127 2.846 2.417
H 1.143 0.595 0.428
H 0.102 2.723 0.982
H 0.581 1.670 2.283
H 1.387 3.881 2.658
H 2.113 3.972 1.009
H 3.559 2.247 1.801
O -0.745 -3.975 -0.783
C -0.810 -3.096 0.319
C -0.571 -1.641 0.051
O 0.754 -1.324 -0.232
H -1.454 -3.763 -1.404
H -1.768 -3.186 0.758
H -0.029 -3.445 0.944
H -0.891 -1.254 1.082
H -1.349 -1.371 -0.659
H 1.262 -2.106 -0.514
*
```

As for the energy: -2957.957433 Ha. The value obtained for the energy above the lowest of the compared OMol25 structures with the same formula, charge and spin is 0.0 kJ/mol. As for the LUMO energy: 0.49 eV. The largest force on an atom comes out at 3.3 eV/Å. The SMILES is COCCNCCOC.COCCNCCOC.OCCO.OCCO.OCCO.OCCO.OCCO.OCCO.OCCO.OCCO.OCCO. The HOMO energy comes out at -8.98 eV.

---

(3)
A 10-piece molecular cluster, C30H84O38P8 overall in a non-equilibrium geometry. Source: the Open Molecules 2025 dataset; level of theory: ωB97M-V/def2-TZVPD.

Geometry as ORCA input:
```
! wB97M-V def2-TZVPD RIJCOSX def2/J DEFGRID3
* xyz 0 1
C 4.542 -0.096 -6.485
O 4.269 1.030 -5.787
P 5.558 1.689 -5.014
O 6.675 2.072 -5.922
O 4.935 2.846 -4.079
C 4.032 3.803 -4.624
O 5.885 0.580 -3.911
C 4.724 -0.074 -3.290
H 3.747 -0.248 -7.215
H 4.690 -1.030 -5.943
H 5.436 0.075 -7.084
H 4.142 4.799 -4.195
H 2.956 3.644 -4.543
H 4.393 4.091 -5.611
H 4.054 0.529 -2.677
H 5.198 -0.775 -2.603
H 4.131 -0.736 -3.922
C 1.659 1.763 1.941
O 0.823 2.823 1.493
P -0.198 2.717 0.253
O -1.249 3.765 0.004
O -0.813 1.205 0.715
C -1.625 0.987 1.880
O 0.866 2.458 -1.005
C 0.416 2.122 -2.283
H 2.696 2.098 1.938
H 1.512 0.746 1.578
H 1.428 1.801 3.006
H -2.495 0.405 1.577
H -1.871 1.969 2.285
H -1.135 0.349 2.615
H -0.615 1.805 -2.446
H 0.815 1.110 -2.354
H 0.851 2.565 -3.179
C 4.378 -0.959 0.544
O 5.663 -0.984 1.146
P 7.098 -0.780 0.427
O 7.282 0.489 -0.324
O 7.254 -2.206 -0.404
C 8.494 -2.860 -0.457
O 8.129 -1.046 1.663
C 9.551 -0.729 1.497
H 3.576 -0.812 1.267
H 4.067 -1.760 -0.126
H 4.247 -0.004 0.034
H 8.435 -3.457 -1.367
H 8.436 -3.525 0.404
H 9.363 -2.201 -0.460
H 9.883 -0.323 2.452
H 9.824 -0.044 0.694
H 10.219 -1.589 1.459
C 1.576 -3.753 -2.191
O 0.419 -3.576 -1.388
P 0.357 -2.302 -0.394
O 1.365 -1.209 -0.624
O -1.176 -1.887 -0.392
C -2.098 -2.929 -0.834
O 0.604 -2.962 1.118
C 0.470 -2.209 2.229
H 1.549 -3.472 -3.244
H 1.819 -4.795 -2.397
H 2.510 -3.512 -1.682
H -2.949 -2.718 -0.187
H -1.711 -3.920 -0.599
H -2.243 -2.791 -1.905
H -0.129 -2.739 2.970
H -0.055 -1.259 2.133
H 1.404 -2.162 2.790
C -1.227 6.036 -2.323
O -1.495 6.015 -3.676
P -1.917 4.649 -4.501
O -2.702 3.536 -3.870
O -0.463 4.145 -4.989
C -0.259 3.094 -5.944
O -2.486 5.320 -5.831
C -3.821 5.658 -5.918
H -1.447 6.934 -1.747
H -0.208 5.703 -2.125
H -1.833 5.270 -1.840
H -0.240 2.020 -5.758
H 0.774 3.183 -6.279
H -0.885 3.315 -6.809
H -4.390 5.335 -5.046
H -4.156 5.128 -6.810
H -3.901 6.741 -6.005
C 0.051 -0.683 6.040
O -0.530 -0.774 7.365
P 0.238 -0.087 8.674
O 0.349 1.372 8.569
O -0.572 -0.496 9.997
C -1.892 0.212 10.122
O 1.532 -1.031 8.805
C 1.522 -2.428 8.810
H 0.673 0.212 6.060
H -0.797 -0.569 5.365
H 0.678 -1.533 5.771
H -2.200 0.620 9.160
H -1.759 1.009 10.854
H -2.601 -0.500 10.545
H 1.836 -2.825 9.775
H 2.252 -2.825 8.104
H 0.566 -2.709 8.369
C -5.626 1.394 -5.470
O -5.633 0.285 -4.546
P -4.295 -0.751 -4.595
O -3.936 -1.340 -5.885
O -3.178 0.188 -3.958
C -3.205 0.453 -2.574
O -4.683 -1.756 -3.400
C -5.911 -2.381 -3.529
H -6.541 1.947 -5.255
H -5.868 0.872 -6.395
H -4.646 1.871 -5.474
H -2.736 -0.329 -1.977
H -4.265 0.552 -2.342
H -2.505 1.263 -2.371
H -5.890 -3.440 -3.788
H -6.644 -1.805 -4.093
H -6.427 -2.141 -2.599
C -3.737 -1.949 7.377
O -3.844 -3.184 6.752
P -3.387 -3.301 5.193
O -2.029 -2.865 4.870
O -3.607 -4.863 4.871
C -4.844 -5.487 5.321
O -4.474 -2.411 4.485
C -4.509 -2.138 3.108
H -4.629 -1.872 8.000
H -3.695 -1.073 6.730
H -2.882 -2.045 8.046
H -5.309 -6.014 4.488
H -5.568 -4.755 5.678
H -4.625 -6.044 6.232
H -5.203 -1.325 2.894
H -5.047 -3.011 2.739
H -3.571 -2.126 2.553
C -2.848 2.214 7.078
O -2.077 2.372 5.930
C -1.238 3.419 5.848
O -0.985 4.246 6.699
O -0.789 3.340 4.610
C -0.352 4.597 3.959
H -3.325 1.241 7.191
H -3.743 2.833 7.024
H -2.193 2.328 7.942
H -0.692 4.836 2.952
H 0.674 4.421 3.636
H -0.205 5.515 4.530
C -0.336 -0.853 -5.166
O -0.026 -2.205 -5.529
C -0.772 -2.869 -6.431
O -1.852 -2.596 -6.878
O -0.026 -3.836 -7.021
C -0.332 -4.523 -8.218
H -1.424 -0.829 -5.101
H -0.104 -0.228 -6.029
H -0.064 -0.440 -4.195
H -1.153 -5.239 -8.258
H 0.449 -5.247 -8.448
H -0.371 -3.869 -9.089
*
```

As for the energy: -6783.859820 Ha. The value obtained for the energy above the lowest of the compared OMol25 structures with the same formula, charge and spin is 161.8 kJ/mol. As for the LUMO energy: 0.20 eV. The largest force on an atom comes out at 4.9 eV/Å. The SMILES is COP(=O)(OC)OC.COP(=O)(OC)OC.COP(=O)(OC)OC.COP(=O)(OC)OC.COP(=O)(OC)OC.COP(=O)(OC)OC.COP(=O)(OC)OC.COP(=O)(OC)OC.COC(=O)OC.COC(=O)OC. The HOMO energy comes out at -10.13 eV.